The following is a quantum chemistry calculation of C5H8N2 in the gas phase, from OMol25.

Structure (XYZ):
```
15
C5H8N2 (ωB97M-V/def2-TZVPD)
C 2.116 -0.440 -0.178
N 0.665 -0.313 -0.070
C 0.173 0.986 0.335
C -1.232 1.098 -0.175
C -2.019 0.018 -0.119
C -1.383 -1.239 0.174
N -0.095 -1.373 0.186
H 2.355 -1.408 -0.470
H 2.425 0.084 -1.039
H 2.643 -0.002 0.723
H 0.958 1.606 -0.144
H -0.034 1.096 1.441
H -1.631 2.024 -0.487
H -3.012 0.119 -0.363
H -1.928 -2.256 0.184
```

The structure (SMILES) is CN1CC=CC=N1. As for the energy relative to the best compared isomer or geometry (same formula, charge and spin): 61.0 kcal per mole. The LUMO energy is 1.1 eV. The gap between HOMO and LUMO comes out at 8.80 eV. For the total energy, the calculation gives -8292.35327 eV.

---

The following is a quantum chemistry calculation of C5H8N2 in the gas phase, from OMol25.

Structure (XYZ):
```
15
C5H8N2 (ωB97M-V/def2-TZVPD)
C 2.271 -0.978 0.442
C 0.846 -0.602 0.198
C -0.239 -1.431 -0.171
C -1.299 -0.568 -0.326
N -0.829 0.672 -0.063
C -1.523 1.928 -0.195
N 0.472 0.669 0.262
H 2.769 -1.246 -0.496
H 2.351 -1.834 1.116
H 2.808 -0.137 0.885
H -0.239 -2.499 -0.332
H -2.334 -0.734 -0.597
H -2.158 1.906 -1.085
H -0.768 2.703 -0.325
H -2.126 2.152 0.687
```

The structure (SMILES) is Cc1ccn(C)n1. As for the energy relative to the best compared isomer or geometry (same formula, charge and spin): 11.0 kcal per mole. The LUMO energy is 1.0 eV. The gap between HOMO and LUMO comes out at 9.97 eV. For the total energy, the calculation gives -8294.52120 eV.

---

The following is a quantum chemistry calculation of C5H8N2 in the gas phase, from OMol25.

Structure (XYZ):
```
15
C5H8N2 (ωB97M-V/def2-TZVPD)
C -2.229 -0.328 0.247
C -0.865 -0.167 -0.426
C -0.273 1.209 -0.346
N 0.976 1.046 -0.060
C 1.310 -0.355 0.104
N 2.682 -0.553 0.432
C 0.227 -1.155 -0.054
H -2.569 -1.357 0.108
H -2.157 -0.144 1.323
H -2.978 0.355 -0.173
H -0.710 2.189 -0.512
H 1.665 1.786 0.042
H 2.748 -1.232 1.183
H 3.176 -0.960 -0.358
H -1.001 -0.331 -1.512
```

As for the energy relative to the best compared isomer or geometry (same formula, charge and spin): 77.0 kcal per mole. The LUMO energy is 0.4 eV. The gap between HOMO and LUMO comes out at 7.83 eV. For the total energy, the calculation gives -8291.65843 eV.

---

The following is a quantum chemistry calculation of 3 unconnected molecules or ions with the total composition C5H8N2, from OMol25.

Structure (XYZ):
```
15
C5H8N2 (ωB97M-V/def2-TZVPD)
C -1.595 -1.030 0.488
C -0.835 0.137 0.083
C -0.901 1.558 0.040
N 0.042 0.766 0.866
C 1.983 0.250 0.168
C 1.890 -1.019 -0.362
N 1.892 -1.878 -1.161
H -2.388 -0.898 1.226
H -1.063 -1.905 0.863
H -2.069 -1.282 -0.451
H 0.199 -0.242 -1.949
H -0.451 2.023 -0.818
H -1.695 2.031 0.600
H 2.785 0.575 -0.565
H 2.206 0.913 0.973
```

As for the energy relative to the best compared isomer or geometry (same formula, charge and spin): 218.7 kcal per mole. The LUMO energy (alpha / beta) is -1.1 / -1.2 eV. The gap between HOMO and LUMO (alpha / beta) comes out at 8.99 / 7.39 eV. For the total energy, the calculation gives -8285.51256 eV.

---

The following is a quantum chemistry calculation of C5H8N2 in the gas phase, from OMol25.

Structure (XYZ):
```
15
C5H8N2 (ωB97M-V/def2-TZVPD)
C 2.358 0.131 0.116
N 0.921 -0.005 -0.127
C 0.338 -1.240 -0.062
C -1.017 -1.110 0.051
C -1.310 0.283 0.014
N -2.621 0.765 0.187
C -0.107 0.949 -0.117
H 2.803 -0.818 -0.192
H 2.794 0.924 -0.496
H 2.685 0.286 1.172
H 0.941 -2.133 -0.158
H -1.734 -1.908 0.199
H -3.323 0.152 -0.209
H -2.801 1.723 -0.072
H 0.073 2.001 -0.305
```

The structure (SMILES) is Cn1ccc(N)c1. As for the energy relative to the best compared isomer or geometry (same formula, charge and spin): 15.8 kcal per mole. The LUMO energy is 1.1 eV. The gap between HOMO and LUMO comes out at 8.50 eV. For the total energy, the calculation gives -8294.31331 eV.

---

The following is a quantum chemistry calculation of C5H8N2 in the gas phase, from OMol25.

Structure (XYZ):
```
15
C5H8N2 (ωB97M-V/def2-TZVPD)
C -1.236 1.826 1.215
N -0.584 0.961 0.319
C -1.369 -0.197 0.185
C -0.407 -1.188 -0.225
C 0.756 -0.479 -0.454
C 2.057 -0.975 -1.007
N 0.647 0.839 -0.088
H -1.078 2.889 1.037
H -1.090 1.526 2.251
H -2.068 0.381 1.148
H -2.226 -0.053 -0.480
H -0.584 -2.231 -0.448
H 2.198 -2.034 -0.775
H 2.890 -0.407 -0.583
H 2.094 -0.858 -2.096
```

As for the energy relative to the best compared isomer or geometry (same formula, charge and spin): 115.0 kcal per mole. The LUMO energy (alpha / beta) is 0.1 / 0.1 eV. The gap between HOMO and LUMO (alpha / beta) comes out at 7.99 / 8.00 eV. For the total energy, the calculation gives -8290.01097 eV.

---

The following is a quantum chemistry calculation of C5H8N2 in the gas phase, from OMol25.

Structure (XYZ):
```
15
C5H8N2 (ωB97M-V/def2-TZVPD)
C -1.909 -0.906 0.345
C -0.723 -0.205 -0.265
C -0.466 1.253 -0.076
N 0.305 0.253 0.642
C 1.654 -0.014 0.454
C 2.104 -1.239 -0.272
N 2.324 -0.265 -1.103
H -2.192 -0.433 1.290
H -1.671 -1.956 0.543
H -2.764 -0.870 -0.337
H -0.362 -0.616 -1.208
H 0.026 1.792 -0.888
H -1.138 1.852 0.536
H 2.148 0.770 -0.704
H 2.366 0.481 1.108
```

As for the energy relative to the best compared isomer or geometry (same formula, charge and spin): 130.2 kcal per mole. The LUMO energy is 0.9 eV. The gap between HOMO and LUMO comes out at 9.74 eV. For the total energy, the calculation gives -8289.35224 eV.

---

The following is a quantum chemistry calculation of C5H8N2 in the gas phase, from OMol25.

Structure (XYZ):
```
15
C5H8N2 (ωB97M-V/def2-TZVPD)
C -2.132 -0.957 -0.974
C -1.429 -0.349 -0.155
N -1.306 -0.226 1.301
N 0.026 -0.287 1.749
C 0.447 0.861 1.070
C 0.561 0.809 -0.330
C 1.532 -0.110 -1.031
H -2.186 -1.362 -1.966
H -2.038 0.203 1.864
H 0.469 -1.128 1.369
H 0.254 1.785 1.604
H 0.487 1.785 -0.808
H 1.123 -0.361 -2.014
H 2.495 0.378 -1.197
H 1.698 -1.041 -0.483
```

The structure (SMILES) is C#CNN/C=C\C. As for the energy relative to the best compared isomer or geometry (same formula, charge and spin): 150.3 kcal per mole. The LUMO energy (alpha / beta) is 0.2 / 0.2 eV. The gap between HOMO and LUMO (alpha / beta) comes out at 8.38 / 8.37 eV. For the total energy, the calculation gives -8288.47661 eV.